DFT (the ωB97M-V functional and the def2-TZVPD basis) results for C22H29CaN4OSi as an isolated structure.

- DFT total energy: -2117.088170 a.u.
- Energy relative to the best compared isomer or geometry (same formula, charge and spin): 0.0 kcal/mol
- HOMO: -0.404 Ha
- Charge: +1

Each line ends with the Löwdin charge.
CARTESIAN COORDINATES (ANGSTROEM)
Ca -0.1043 0.1092 -0.6770  1.389
C 0.8791 3.2761 -0.8426  -0.150
C 2.2165 2.8372 -0.1180  -0.097
C 2.9516 1.5490 -0.4637  -0.264
C 4.3185 1.3747 -0.1501  -0.010
C 4.9799 0.1761 -0.4229  -0.021
C 4.1973 -0.9078 -0.9097  -0.018
C 2.8649 -0.6341 -1.2064  -0.131
N 2.2565 0.5390 -0.9999  -0.028
N -0.4182 2.7133 -0.3374  -0.227
C -0.7055 2.9106 1.1174  -0.097
C -0.2176 1.7919 2.0786  -0.248
C -0.1256 2.1291 3.4553  -0.015
C 0.3704 1.2248 4.4037  -0.019
C 0.6514 -0.0844 3.9450  -0.025
C 0.4533 -0.3532 2.5901  -0.106
N 0.0625 0.5430 1.6659  -0.013
C -1.5825 2.8790 -1.2820  -0.113
C -2.7257 1.8354 -1.2250  -0.247
C -4.0865 2.1998 -1.3714  -0.007
C -5.1045 1.2329 -1.2888  -0.021
C -4.7188 -0.1111 -1.0758  -0.017
C -3.3503 -0.3998 -1.0173  -0.096
N -2.3889 0.5392 -1.0545  -0.037
H 0.9691 3.0583 -1.9125  0.118
H 0.8854 4.3791 -0.7463  0.126
H 2.0629 2.8488 0.9749  0.117
H 2.9329 3.6557 -0.2878  0.123
H 4.8606 2.1996 0.2971  0.117
H 6.0595 0.0617 -0.3132  0.119
H 4.6182 -1.9002 -1.0712  0.116
H 2.2261 -1.4054 -1.6088  0.091
H -1.8064 3.0009 1.2533  0.145
H -0.1935 3.7985 1.5088  0.124
H -0.3982 3.1250 3.7151  0.106
H 0.5097 1.5438 5.4387  0.120
H 1.0475 -0.8566 4.6033  0.116
H 0.6385 -1.3426 2.2047  0.102
H -1.1432 2.8678 -2.2984  0.129
H -2.0464 3.8916 -1.1597  0.136
H -4.3446 3.2353 -1.5131  0.109
H -6.1343 1.5502 -1.3696  0.114
H -5.4614 -0.9047 -0.9917  0.116
H -2.9774 -1.4102 -0.9156  0.098
C -1.9861 -4.4283 -1.1552  -0.185
Si -0.2443 -3.6832 -0.7508  0.305
C 0.3513 -4.3173 1.0004  -0.177
C 1.0467 -4.2760 -2.1016  -0.181
O -0.3926 -2.0807 -0.7872  -0.595
H -2.0318 -5.5089 -1.3187  0.022
H -2.3178 -3.9353 -2.0717  0.012
H -2.6930 -4.1603 -0.3643  0.014
H 0.1641 -5.3656 1.1787  0.014
H -0.2139 -3.7497 1.7434  0.004
H 1.4074 -4.1154 1.1387  0.007
H 1.0593 -5.3611 -2.2437  0.020
H 2.0629 -3.9658 -1.8238  0.001
H 0.8090 -3.8189 -3.0653  0.015

---

DFT (the ωB97M-V functional and the def2-TZVPD basis) results for a 6-piece molecular cluster, C22H29Cl2F15O10 overall.

- DFT total energy: -4026.478068 a.u.
- Energy relative to the best compared isomer or geometry (same formula, charge and spin): 40.4 kcal/mol
- HOMO: -0.409 Ha
- SMILES: CCOC(=O)C(F)(F)F.CCOC(=O)C(F)(F)F.CCOC(=O)C(F)(F)F.CCOC(=O)C(F)(F)F.CCOC(=O)C(F)(F)F.ClCCCl

Each line ends with the Löwdin charge.
CARTESIAN COORDINATES (ANGSTROEM)
C -0.4516 10.5333 21.8020  -0.047
C -0.8685 10.8620 23.2371  -0.209
O 0.2526 11.3795 23.9255  0.002
C 1.1186 10.5254 24.5559  -0.321
O 1.0318 9.2951 24.6257  0.144
C 2.2747 11.2475 25.1826  -0.621
F 3.4083 10.7621 24.7980  0.214
F 2.2588 12.5913 25.0564  0.155
F 2.1825 10.9554 26.4601  0.188
H -0.0540 11.3774 21.2386  0.078
H -1.2630 10.0453 21.2620  0.080
H 0.2964 9.7427 21.8621  0.075
H -1.2573 9.9796 23.7454  0.125
H -1.5755 11.6863 23.3315  0.126
C 3.2279 18.2495 21.1881  -0.056
C 2.0244 18.9467 20.5402  -0.220
O 1.1056 17.9789 20.0615  -0.014
C 1.3065 17.4168 18.7864  -0.291
O 2.2067 17.6507 17.9861  0.147
C 0.2783 16.2830 18.5781  -0.526
F 0.9893 15.2366 18.2152  0.187
F -0.4787 16.0671 19.6418  0.184
F -0.5629 16.6628 17.5255  0.112
H 3.9492 18.9574 21.5964  0.080
H 3.6624 17.5885 20.4382  0.071
H 2.9078 17.5620 21.9711  0.076
H 2.3126 19.6470 19.7561  0.124
H 1.4752 19.4858 21.3121  0.122
C 8.1551 15.8015 24.3930  -0.063
C 6.9567 14.8625 24.3824  -0.180
O 7.1845 13.6418 25.1490  0.022
C 7.9932 12.6870 24.6623  -0.351
O 8.6520 12.7583 23.6291  0.132
C 8.1935 11.4984 25.6582  -0.535
F 7.7092 11.7028 26.8829  0.173
F 7.4964 10.4722 25.0646  0.130
F 9.4761 11.2463 25.7568  0.197
H 8.1753 16.3837 25.3143  0.075
H 7.9497 16.5472 23.6250  0.080
H 9.1442 15.3626 24.2628  0.081
H 6.5559 14.7037 23.3813  0.116
H 6.1476 15.3593 24.9179  0.122
C 6.3752 14.9882 16.0332  -0.051
C 5.2741 14.2653 15.2429  -0.225
O 5.5005 14.3663 13.8697  0.021
C 4.7569 15.1637 13.0521  -0.306
O 3.8912 15.9754 13.3683  0.145
C 5.0083 14.8463 11.5481  -0.574
F 6.0874 14.2212 11.3364  0.224
F 3.9836 14.0224 11.1410  0.136
F 5.1247 15.9296 10.7618  0.163
H 6.2578 14.8794 17.1114  0.069
H 6.3907 16.0599 15.8350  0.078
H 7.4006 14.6982 15.8038  0.077
H 4.2754 14.5893 15.5359  0.122
H 5.1894 13.2229 15.5503  0.123
C -0.3428 2.1044 19.8029  -0.049
C 0.1078 2.3941 21.2615  -0.176
O 1.3055 3.1678 21.1738  0.009
C 1.3124 4.4850 21.3573  -0.388
O 0.3483 5.1930 21.3060  0.168
C 2.7350 5.0589 21.4474  -0.501
F 3.1792 4.9278 22.7209  0.154
F 3.5041 4.2669 20.5855  0.108
F 2.8531 6.3118 21.1146  0.207
H -1.1997 2.7252 19.5412  0.076
H -0.5627 1.0580 19.5915  0.069
H 0.4919 2.2440 19.1160  0.079
H 0.3604 1.5071 21.8424  0.123
H -0.7193 2.8857 21.7736  0.120
Cl 3.5074 13.4141 21.4036  0.536
C 4.6820 12.6538 20.2665  -0.660
C 4.7453 11.1774 20.4267  -0.626
Cl 5.8839 10.3033 19.2755  0.502
H 5.6691 13.0894 20.4213  0.067
H 4.4415 13.0624 19.2851  0.064
H 3.7892 10.7588 20.1123  0.058
H 4.9544 10.8630 21.4492  0.073